{"formula": "C9H14FN2O2S", "method": "wB97M-V/def2-TZVPD", "total_charge": 1, "homo_ev": -14.026, "orbital_gap_ev": 8.09, "symbols": ["H", "C", "H", "H", "H", "H", "C", "C", "H", "C", "C", "O", "H", "H", "H", "F", "C", "O", "S", "H", "C", "N", "C", "C", "H", "N", "H", "H", "H"], "positions_angstrom": [[-0.924340, -3.256815, 0.010275], [-2.741740, 2.841260, -0.521286], [3.803153, 0.639613, -1.324474], [3.331322, -0.754367, 0.829845], [-2.820017, -2.007113, 1.019432], [1.615703, -2.402025, 0.768018], [-1.889979, -0.191709, 0.224330], [2.120408, 1.174819, 0.911625], [-1.769930, -2.848895, -1.576703], [2.940009, -0.185602, -1.342997], [-2.591309, 0.960764, 1.154592], [-3.522921, 3.067274, -1.600026], [2.139241, 0.211391, -2.100281], [3.441645, -1.155574, -1.770713], [0.543561, -0.970228, 1.377466], [-1.327424, 3.319206, -0.613282], [0.173379, -1.537285, -0.860987], [-2.466131, 0.819197, 2.503582], [-0.585674, 0.154522, -1.129014], [2.106183, 2.043149, 0.106513], [-1.275444, -2.326330, -0.649101], [-2.133949, -1.564784, 0.338284], [2.412012, -0.311859, 0.210259], [1.164060, -1.351328, 0.431885], [0.773035, -2.023425, -1.743697], [-3.368885, 2.165639, 0.677363], [-3.288376, 2.884444, 1.457693], [1.128469, 1.181226, 1.552862], [3.013939, 1.424837, 1.658540]], "forces_ev_per_angstrom": [[-0.861, 1.638, -1.428], [-4.278, 2.002, -7.838], [-1.918, -1.816, -0.100], [-2.153, 0.790, -1.427], [1.221, 0.875, -1.137], [-1.097, 2.079, -1.027], [-0.141, -2.100, -1.088], [0.592, 0.171, 0.042], [0.556, 1.893, 1.655], [0.849, 0.914, 0.287], [0.334, 0.172, 7.274], [6.176, -1.658, 8.026], [1.364, -0.781, 1.471], [-1.178, 1.719, 0.965], [1.184, -0.838, -2.121], [-4.338, -1.925, 1.215], [-0.898, -0.420, 0.814], [-0.700, 0.299, -9.054], [-1.648, -0.378, 2.238], [-0.172, -1.868, 1.665], [2.688, -3.681, 2.164], [0.848, 4.390, -1.128], [0.733, 0.119, 0.353], [-0.064, -0.788, 1.064], [-1.523, 1.388, 1.382], [4.753, -0.334, -0.488], [-0.329, -1.303, -0.686], [1.985, -0.003, -1.425], [-1.986, -0.556, -1.668]], "mulliken_charge": [0.368, 0.435, 0.374, 0.360, 0.334, 0.340, 0.487, -0.910, 0.293, -1.193, 0.149, -0.387, 0.243, 0.299, 0.234, -0.179, -0.107, -0.470, -0.003, 0.255, -0.678, -0.075, 0.366, -0.739, 0.460, -0.146, 0.401, 0.198, 0.292]}

***

{"formula": "C9H14Fe2O9", "method": "wB97M-V/def2-TZVPD", "homo_ev": [-8.715, -8.381], "multiplicity": 9, "orbital_gap_ev": [8.08, 7.42], "symbols": ["O", "O", "Fe", "C", "O", "C", "O", "H", "O", "C", "C", "O", "Fe", "H", "H", "C", "H", "H", "O", "H", "H", "O", "C", "H", "C", "H", "C", "H", "H", "H", "H", "H", "C", "O"], "positions_angstrom": [[-2.406038, -0.353127, 1.688558], [0.111500, 1.846930, -4.123823], [-0.766193, -0.202377, -4.014026], [3.600112, 1.309787, -0.518495], [-1.541722, -0.940146, -2.277183], [-0.715272, -1.895716, 2.046207], [-0.302027, -2.333079, -1.255253], [0.338928, -2.127401, 2.149691], [-0.642230, -2.390527, -3.492978], [3.077422, 0.243697, 0.393853], [3.744399, 0.000489, 1.705728], [0.980291, 0.281468, -3.062662], [0.379548, -0.369455, -1.260242], [-4.451309, 1.512244, 2.422495], [4.639931, 1.124210, -0.789598], [-2.992761, 0.787494, 1.043068], [-4.766765, -0.090434, 1.811240], [4.756051, -0.415612, 1.655949], [-0.431794, 0.136196, 0.763273], [-1.123083, -2.583531, 1.294690], [3.511115, 2.317472, -0.107184], [2.129032, -0.447639, 0.068457], [0.792399, 1.605423, -3.044202], [-1.218650, -2.128717, 2.981991], [-4.432905, 0.903309, 1.515404], [-2.392738, 1.685108, 1.180214], [-1.121788, -0.579814, 1.463410], [-5.107624, 1.354260, 0.794844], [2.994018, 1.346306, -1.421592], [-2.973963, 0.578767, -0.031104], [3.933508, 0.918745, 2.266885], [3.163312, -0.714083, 2.284476], [-1.075107, -2.151297, -2.293382], [0.310405, 1.771052, -1.838710]], "forces_ev_per_angstrom": [[0.211, 0.284, 0.542], [1.192, 2.672, -0.624], [1.058, -0.340, 1.104], [-0.333, 0.374, -0.486], [-3.703, 2.957, 0.505], [-0.434, -0.661, -0.126], [-1.406, -2.285, 0.483], [0.149, 0.566, -0.273], [-1.475, -2.246, -0.336], [0.216, 0.045, -0.338], [0.498, -0.193, 0.758], [3.851, -3.708, -1.402], [0.110, 0.312, 0.936], [-0.191, -0.009, -0.013], [0.046, 0.004, 0.159], [-0.510, 0.041, -1.376], [-0.259, 0.007, -0.259], [-0.088, -0.095, -0.653], [-0.086, 0.148, -0.171], [0.181, -0.193, 0.101], [0.198, -0.155, 0.406], [-0.088, -0.115, -0.030], [-8.735, -4.745, 1.660], [-0.130, 0.255, -0.012], [0.602, 0.092, 1.016], [0.033, -0.079, 0.312], [0.077, -0.462, 0.069], [0.119, -0.085, -0.191], [0.062, -0.279, -0.045], [0.102, -0.001, 0.031], [-0.458, 0.117, -0.069], [-0.129, 0.189, 0.080], [7.060, 3.619, -1.856], [2.259, 3.970, 0.097]], "mulliken_spin": [0.003, 0.051, 3.789, 0.000, 0.106, 0.002, 0.065, 0.000, 0.046, -0.005, 0.002, 0.131, 3.770, 0.000, 0.000, 0.002, 0.000, -0.001, 0.008, 0.000, 0.000, 0.024, -0.013, 0.000, 0.000, -0.001, 0.004, 0.000, 0.004, -0.001, 0.000, 0.000, -0.027, 0.042]}

***

{"formula": "C9H14IN", "method": "wB97M-V/def2-TZVPD", "homo_ev": -7.642, "orbital_gap_ev": 8.29, "symbols": ["H", "H", "C", "H", "H", "H", "C", "C", "H", "C", "C", "I", "H", "N", "C", "C", "H", "H", "C", "H", "H", "H", "H", "H", "C"], "positions_angstrom": [[-1.221943, -0.937554, -1.003419], [1.728834, 3.461031, 1.041931], [-0.604546, -2.557919, 0.401095], [0.071840, 2.140866, -0.996427], [1.978227, -0.089539, -2.754343], [-2.808937, -0.113359, 0.098980], [-0.244187, 0.019854, 0.579345], [1.118264, 2.585983, 0.705409], [0.627967, 2.236545, 2.769271], [1.228095, -0.245326, -1.981556], [1.345725, 0.515544, -0.726392], [3.295279, 0.062618, 0.149899], [-3.206975, -1.727468, 0.798101], [-0.300365, 0.908752, 1.438509], [-1.014239, -1.162180, 0.063116], [-2.495873, -0.865477, 0.785582], [0.386649, 0.055534, -2.685293], [-1.314441, -3.185050, -0.149285], [0.537734, 1.988048, 1.708809], [-0.924345, -2.830203, 1.411566], [-2.433820, -0.509005, 1.794683], [1.813821, 2.506304, -1.326768], [0.968365, -1.297448, -1.716249], [0.404942, -2.969447, 0.291900], [1.063930, 2.008897, -0.698466]], "forces_ev_per_angstrom": [[0.540, -0.572, 0.494], [-0.416, -0.668, -1.087], [-0.531, -1.597, 0.374], [-1.635, 0.344, -1.230], [1.016, -0.551, 0.574], [-1.118, 0.779, 0.072], [4.428, 1.261, -2.300], [1.772, 1.456, 0.104], [-0.122, 0.129, -0.505], [-2.138, -0.533, -1.743], [-1.911, -0.085, 2.646], [-0.534, 0.070, -0.080], [0.753, 0.485, -0.441], [-1.765, -1.897, 0.714], [-2.870, 2.149, 2.098], [1.081, -1.601, -1.535], [0.008, 0.123, 1.404], [0.417, -0.142, -0.396], [-0.638, -1.208, 0.467], [0.363, 0.516, 0.264], [0.433, 0.322, 0.343], [-0.513, 0.281, -0.118], [0.886, 0.486, -0.680], [-0.042, 0.678, -0.400], [2.536, -0.226, 0.958]], "mulliken_charge": [0.337, 0.262, -1.463, 0.362, 0.438, 0.445, 0.779, -0.246, 0.413, -1.493, 0.109, 0.020, 0.327, -0.475, 0.258, -1.416, 0.326, 0.377, -0.393, 0.421, 0.342, 0.352, 0.325, 0.323, -0.733]}

***

no.,electronic energy (eV)
1,-30173.740
2,-96760.501
3,-19147.034